The following is a quantum chemistry calculation of 4 unconnected molecules or ions with the total composition C33H36INO15 in a non-equilibrium geometry, from the Open Molecules 2025 dataset.

```
86
C33H36INO15, DFT wB97M-V/def2-TZVPD
C 1.21805 -3.63336 0.89831
C 2.79780 -3.89762 1.36058
O 3.04494 -4.29917 2.63126
O 3.91104 -3.64469 0.39905
C 4.47221 -2.28444 0.68046
C 4.14798 -1.21523 -0.56187
C 3.44213 0.10841 0.09920
C 2.69751 1.09598 -1.02527
C 2.40410 2.51098 -0.25137
C 1.09272 3.34049 -0.80874
C -0.23459 2.59354 -0.20237
C -0.93216 3.41456 1.07727
C -2.47123 2.76898 1.18741
C -3.84004 3.69058 1.31534
C -5.32136 2.91910 1.36535
I -7.21929 4.07489 1.51951
C -5.36204 1.27748 1.28640
C -3.96945 0.35578 1.20402
C -2.50795 1.09699 1.15426
C -4.10553 -1.30966 1.13181
O -3.32387 -2.14848 1.82824
C -5.34009 -1.84661 0.13917
C -5.17125 -3.14621 -0.85518
C -6.41199 -3.58130 -1.83485
C -7.80772 -2.66436 -1.78738
O -8.94305 -3.00935 -2.70338
N -8.36405 -3.37290 -3.88751
O -8.67034 -4.56545 -4.01037
C -7.97362 -1.36611 -0.74880
C -6.73551 -0.92942 0.23467
C -6.77233 0.37837 1.27676
O -7.83969 0.66108 2.03029
H 1.08896 -3.99502 -0.20708
H 0.91362 -2.49908 0.95820
H 0.50875 -4.27494 1.57689
H 4.00876 -1.86609 1.68319
H 5.64034 -2.36352 0.86414
H 5.13890 -1.00930 -1.14925
H 3.42499 -1.78592 -1.28418
H 2.62611 -0.27928 0.85656
H 4.30001 0.69227 0.68554
H 3.44401 1.21330 -1.94841
H 1.75109 0.55121 -1.44711
H 3.35261 3.19591 -0.38416
H 2.18120 2.24532 0.88819
H 1.11696 4.49025 -0.59087
H 1.04550 3.20195 -1.99314
H -1.03032 2.38522 -1.06761
H 0.10539 1.52883 0.17033
H -0.33154 3.30078 2.07531
H -1.03811 4.53404 0.70916
H -3.79289 4.88028 1.33563
H -1.53658 0.43230 1.09606
H -4.13104 -3.71938 -0.81305
H -6.29944 -4.49641 -2.57430
H -8.94834 -0.71728 -0.71045
O 3.73632 2.72655 -3.21677
C 3.20098 3.58332 -3.90018
O 2.23805 4.43971 -3.44980
C 2.04458 5.40980 -4.46195
C 2.51045 4.71300 -5.69906
O 3.48649 3.80971 -5.21581
H 0.99317 5.70428 -4.52076
H 2.64881 6.29204 -4.22610
H 1.71086 4.14346 -6.18442
H 2.94689 5.40330 -6.42615
O -0.09015 -6.53726 -0.61818
C 0.42538 -7.12645 0.31711
O -0.24213 -7.52990 1.43744
C 0.64135 -8.36246 2.16495
C 1.99080 -7.92349 1.69666
O 1.74581 -7.46731 0.37985
H 0.50812 -8.22236 3.24118
H 0.43058 -9.40707 1.91306
H 2.38981 -7.09394 2.28990
H 2.71701 -8.74096 1.69522
O 2.90985 5.62064 0.92130
C 3.42538 5.03144 1.85659
O 2.75787 4.62800 2.97692
C 3.64135 3.79544 3.70442
C 4.99080 4.23441 3.23614
O 4.74581 4.69058 1.91932
H 3.50812 3.93553 4.78065
H 3.43058 2.75083 3.45253
H 5.38981 5.06396 3.82938
H 5.71701 3.41693 3.23469
```

The calculation puts the total energy at -75080.433 eV. The HOMO energy is -8.75 eV. As for the net charge: 0. The SMILES is CC(=O)OCCCCCCCCc1cc(I)c2c(c1)C(=O)c1ccc(ON=O)cc1C2=O.O=C1OCCO1.O=C1OCCO1.O=C1OCCO1. Its spin multiplicity is 1.